# C34H37InN6O4S

A structure of composition C34H37InN6O4S (ωB97M-V/def2-TZVPD, the Open Molecules 2025 dataset).

The value obtained for the HOMO energy is -0.270 Ha. The calculation puts the LUMO energy at -0.757 eV. The relative energy (zero: lowest compared OMol25 entry of this formula, charge and spin) is 0.0 kJ/mol. As for the spin multiplicity: 1. The charge is 0. The frontier orbital gap is 0.2426 Ha.

Last column: Mulliken charge in e.
Geometry (Å):
In: 0.339 -0.526 0.248  1.7170
O: -0.141 -0.920 4.818  -0.8277
C: -1.490 -0.909 4.852  0.5651
C: -2.090 -0.876 6.112  -0.7936
C: -3.463 -0.857 6.232  -0.3021
C: -4.273 -0.869 5.097  -0.9126
C: -3.683 -0.905 3.851  -0.6132
C: -2.293 -0.933 3.701  -0.1917
C: -1.705 -0.969 2.342  1.5007
O: -0.402 -0.863 2.249  -1.0472
N: -2.511 -1.100 1.326  -1.2752
N: -1.816 -1.081 0.126  0.7736
C: -2.524 -1.168 -0.936  -0.7507
C: -2.009 -1.205 -2.290  1.2205
C: -2.970 -1.198 -3.313  -0.8857
C: -2.629 -1.277 -4.644  -0.9501
C: -1.277 -1.387 -4.975  -0.6502
C: -0.311 -1.397 -3.996  -0.8333
C: -0.633 -1.288 -2.627  -0.1217
O: 0.350 -1.307 -1.759  0.7821
H: 0.118 -0.871 3.875  0.4399
H: -1.444 -0.858 6.980  0.4685
H: -3.911 -0.826 7.217  0.3852
H: -5.350 -0.846 5.191  0.4134
H: -4.285 -0.911 2.953  0.4502
H: -3.605 -1.233 -0.807  0.3453
H: -4.015 -1.130 -3.029  0.3937
H: -3.389 -1.265 -5.412  0.4035
H: -0.982 -1.463 -6.015  0.4289
H: 0.739 -1.475 -4.252  0.3065
C: 3.567 -2.602 -2.114  -1.8767
C: 2.704 -2.369 -0.918  1.0532
N: 2.681 -1.293 -0.246  -0.0049
N: 3.472 -0.233 -0.544  -0.4775
C: 3.309 0.864 0.258  0.4361
N: 4.017 1.949 -0.077  -0.3350
S: 2.320 0.834 1.610  -0.3106
C: 1.764 -3.396 -0.387  0.3906
C: 1.909 -4.746 -0.649  -0.9270
C: 1.020 -5.638 -0.061  -0.5242
C: 0.024 -5.152 0.762  -1.1780
C: -0.051 -3.780 0.970  0.0018
N: 0.796 -2.930 0.411  0.1728
H: 3.407 -1.794 -2.833  0.2954
H: 4.624 -2.615 -1.837  0.3718
H: 3.321 -3.531 -2.617  0.4907
H: 3.819 -0.118 -1.489  0.3787
H: 4.469 2.005 -0.976  0.2981
H: 3.690 2.825 0.310  0.2016
H: 2.704 -5.105 -1.286  0.4133
H: 1.111 -6.699 -0.251  0.4300
H: -0.692 -5.809 1.235  0.4675
H: -0.824 -3.347 1.593  0.5233
C: -0.339 2.224 -3.375  -1.5333
C: 1.094 2.484 -2.904  -0.0245
C: 1.974 1.249 -3.096  -0.6997
C: 1.146 3.083 -1.509  0.5130
C: 1.892 4.243 -1.339  -0.5918
C: 1.884 4.949 -0.145  -1.5193
C: 1.002 4.542 0.844  -0.4270
C: 0.218 3.401 0.718  -0.2983
C: -0.831 3.171 1.800  0.4334
C: -0.319 2.391 3.011  -0.8692
C: -2.154 2.598 1.290  -1.7080
C: 0.400 2.572 -0.415  0.8718
O: -0.168 1.367 -0.497  -0.4155
H: -0.342 1.886 -4.413  0.4151
H: -0.929 3.140 -3.311  0.3828
H: -0.824 1.466 -2.764  0.0874
H: 1.504 3.261 -3.558  0.7338
H: 1.629 0.424 -2.472  -0.3555
H: 3.019 1.487 -2.861  0.2997
H: 1.940 0.918 -4.137  0.6129
H: 2.468 4.617 -2.181  0.3725
H: 2.474 5.849 -0.026  0.3274
H: 0.891 5.143 1.742  0.4896
H: -1.059 4.180 2.160  0.6436
H: -0.120 1.352 2.757  -0.3719
H: -1.070 2.394 3.805  0.5319
H: 0.601 2.828 3.404  0.3423
H: -2.074 1.547 1.024  0.2304
H: -2.498 3.134 0.404  0.3502
H: -2.916 2.692 2.067  0.4454